{"formula": "C2H4AgO", "method": "the ωB97M-V functional and the def2-TZVPD basis", "spin_multiplicity": 1, "gap_ha": [0.2124, 0.2124], "relative_energy_ev": 0.000, "charge": -1, "max_force_ev_per_a": 4.1, "e_homo_ha": [-0.077, -0.077], "elements": ["C", "C", "O", "H", "H", "H", "Ag", "H"], "coordinates": [[0.27, -0.17, 1.36], [0.29, 0.74, 0.36], [-0.89, -0.64, -1.49], [0.32, 0.34, 2.34], [-0.04, 1.79, 0.44], [-0.93, -0.60, -2.46], [-0.24, -2.15, -0.01], [1.21, 0.70, -0.53]], "lowdin_charge": [-0.334, -0.362, -0.595, -0.065, -0.009, -0.136, 0.427, 0.074]}

{"formula": "C2H4AlClFO2", "method": "the ωB97M-V functional and the def2-TZVPD basis", "spin_multiplicity": 1, "gap_ha": 0.3306, "relative_energy_ev": 0.293, "charge": -1, "max_force_ev_per_a": 1.2, "e_homo_ha": -0.197, "elements": ["F", "C", "O", "Al", "O", "C", "Cl", "H", "H", "H", "H"], "coordinates": [[-1.93, 1.40, 0.54], [-0.72, 0.90, 0.11], [0.24, 0.84, 1.09], [1.51, -0.25, 0.31], [0.38, -0.71, -1.09], [-0.80, -0.52, -0.42], [-2.28, -0.93, -1.35], [-0.28, 1.56, -0.65], [1.74, -1.64, 1.09], [2.87, 0.52, -0.09], [-0.73, -1.17, 0.46]], "lowdin_charge": [-0.006, -0.538, -0.187, 0.225, -0.275, -0.829, 0.568, 0.141, -0.082, -0.103, 0.086]}